183
Properties=species:S:1:pos:R:3 method="wB97M-V/def2-TZVPD" gap_ev=8.05 lumo_energy_ha=0.001 homo_ev=-8.03 largest_force_ha_per_bohr=0.3338
C -1.0925 -16.9035 14.0481
O -0.4500 -18.1098 13.6435
C 0.9096 -17.8909 13.2008
C 1.6631 -19.1895 12.9425
O 1.1184 -19.8669 11.7640
C 1.4327 -21.2492 11.7272
C 0.9246 -21.7911 10.4354
O 1.5784 -21.1611 9.3330
C 2.9432 -21.4635 9.2001
H -0.9340 -16.2959 13.1572
H -0.5892 -16.3904 14.8676
H -2.1494 -16.9659 14.3075
H 1.5314 -17.4533 13.9818
H 1.0155 -17.3321 12.2709
H 1.6051 -19.8977 13.7690
H 2.7287 -19.0364 12.7714
H 0.8737 -21.6481 12.5737
H 2.4840 -21.5327 11.7769
H -0.1411 -21.5666 10.3892
H 1.0455 -22.8731 10.3843
H 3.4813 -20.7666 8.5575
H 3.1064 -22.5242 9.0094
H 3.4685 -21.2511 10.1312
C -1.4898 -15.5643 15.4216
O -0.1389 -15.3457 15.5737
C 0.2951 -15.5473 16.9275
C 1.7746 -15.1564 16.9892
O 1.9966 -13.7404 16.7028
C 3.3927 -13.4033 16.5986
C 3.5777 -11.8851 16.4660
O 3.1262 -11.3148 15.2141
C 3.5906 -9.9756 15.0864
H -1.8264 -16.5687 15.6784
H -1.7656 -15.2656 14.4103
H -2.1189 -14.9235 16.0395
H 0.3797 -16.5725 17.2879
H -0.2762 -14.9865 17.6672
H 2.2359 -15.7992 16.2394
H 2.2790 -15.4373 17.9137
H 3.9053 -13.9180 15.7859
H 3.9268 -13.6836 17.5065
H 4.6473 -11.7250 16.6013
H 3.1166 -11.4300 17.3426
H 3.2321 -9.3715 15.9198
H 3.1596 -9.4713 14.2215
H 4.6667 -9.8044 15.0559
C -3.5235 -11.3278 18.0351
O -3.4654 -12.2821 17.0552
C -2.2951 -12.2497 16.1917
C -2.6484 -12.8582 14.8776
O -1.5514 -12.6402 14.0418
C -1.7025 -12.8178 12.6324
C -2.2696 -14.2159 12.0771
O -3.6021 -14.4912 12.4510
C -4.1307 -15.7576 11.9121
H -2.7149 -11.5205 18.7403
H -4.5114 -11.3828 18.4925
H -3.4655 -10.2900 17.7070
H -1.4664 -12.7777 16.6635
H -1.8470 -11.2574 16.1401
H -3.4856 -12.3679 14.3807
H -2.8916 -13.9163 14.9736
H -0.7251 -12.7129 12.1615
H -2.3937 -12.0607 12.2622
H -1.7278 -15.0927 12.4318
H -2.3198 -14.1945 10.9884
H -4.2830 -15.8388 10.8359
H -5.1197 -15.8772 12.3545
H -3.5311 -16.6145 12.2191
C 1.4524 -5.8477 13.9783
O 1.8696 -6.5646 15.1733
C 3.1877 -6.9858 15.2392
O 4.0805 -6.6874 14.4745
O 3.3765 -8.0089 16.1746
C 4.6855 -8.6016 16.2819
H 1.0972 -6.4680 13.1555
H 2.2616 -5.2540 13.5532
H 0.6168 -5.1791 14.1852
H 4.9762 -8.8799 15.2689
H 4.7370 -9.5725 16.7746
H 5.4078 -7.9008 16.7006
C 0.9130 -10.0887 17.6532
O 1.8562 -10.3942 18.6133
C 3.1111 -9.7890 18.4840
O 3.3950 -8.9158 17.6142
O 3.9296 -10.1954 19.4345
C 3.6446 -11.2833 20.2516
H 1.1085 -10.5800 16.7000
H 0.7002 -9.0408 17.4421
H -0.0662 -10.3619 18.0466
H 4.5156 -11.7800 20.6790
H 3.2278 -12.0866 19.6440
H 2.7731 -11.1658 20.8957
C -0.9656 -18.0274 17.6188
O -2.2276 -17.4487 17.3684
C -2.4024 -16.0864 17.6719
O -1.4834 -15.2800 17.9779
O -3.6651 -15.7253 17.5058
C -4.0963 -14.3859 17.5947
H -0.1497 -17.4793 17.1477
H -0.9745 -19.0582 17.2644
H -0.7982 -18.0885 18.6941
H -3.5767 -13.8663 16.7896
H -3.9815 -13.8230 18.5210
H -5.1426 -14.2918 17.3038
C 0.4187 -12.7380 18.1597
O 0.3569 -12.4075 19.5236
C 1.0966 -13.0579 20.3808
O 1.9721 -13.8801 20.0484
O 0.8038 -12.5867 21.5522
C 1.6289 -13.0463 22.6938
H 1.4120 -12.5578 17.7484
H -0.3713 -12.1328 17.7152
H 0.1530 -13.7899 18.0552
H 2.4565 -13.7213 22.4755
H 0.9481 -13.6023 23.3383
H 1.9942 -12.2148 23.2965
C 1.2666 -15.6902 14.3371
O 2.6038 -15.3200 14.1075
C 3.2853 -15.9620 13.2039
O 2.9559 -17.0803 12.6794
O 4.3657 -15.3006 12.9960
C 5.4347 -15.7600 12.2095
H 0.8102 -16.1453 13.4581
H 0.5752 -14.8650 14.5078
H 1.0256 -16.4257 15.1046
H 6.4226 -15.3542 12.4274
H 5.1249 -15.4119 11.2241
H 5.4313 -16.8434 12.0900
C 7.3142 -13.7422 17.5048
O 7.0528 -12.4512 17.0171
C 5.9900 -11.7934 17.5730
O 5.1258 -12.2555 18.2902
O 6.1258 -10.4478 17.2300
C 5.6831 -9.3989 18.0627
H 6.5647 -14.4661 17.1848
H 7.4038 -13.7160 18.5908
H 8.3034 -13.9924 17.1213
H 5.9178 -8.4373 17.6062
H 6.0355 -9.4656 19.0920
H 4.6012 -9.3805 18.1947
C 5.8466 -12.1436 14.8607
C 5.8125 -12.6230 13.4487
N 5.7647 -12.9217 12.3233
H 6.3726 -12.8709 15.4792
H 4.8350 -12.2086 15.2613
H 6.3383 -11.1728 14.7990
C 4.0144 -14.4804 19.8153
C 4.5074 -14.7932 18.4720
N 4.9351 -15.0544 17.4337
H 4.5793 -14.9734 20.6065
H 2.9564 -14.7182 19.9252
H 4.2539 -13.4204 19.9007
C 0.7199 -12.7212 14.5169
C 0.2225 -12.0687 15.7958
N -0.1217 -11.5168 16.7355
H -0.0404 -12.9737 13.7778
H 1.1583 -13.6773 14.8029
H 1.4366 -12.0941 13.9867
C 4.8423 -8.1478 12.4594
C 4.8611 -9.4942 13.0411
N 4.8261 -10.6144 13.4483
H 4.9146 -7.4511 13.2945
H 4.0387 -7.9950 11.7390
H 5.7931 -8.1552 11.9264
C 3.3957 -12.2053 12.4222
C 4.2810 -11.6130 11.4146
N 4.9941 -11.0884 10.6330
H 2.6080 -12.7976 11.9566
H 2.9799 -11.3843 13.0064
H 3.8442 -12.9474 13.0826
C 0.2261 -16.1355 20.1841
C 1.3107 -16.5751 19.3739
N 2.1988 -16.8513 18.7194
H -0.1110 -16.9406 20.8371
H -0.6082 -16.0769 19.4851
H 0.4176 -15.1939 20.6986
C 1.0083 -8.9428 15.2597
C -0.0601 -8.0306 14.8835
N -0.9857 -7.3463 14.6674
H 1.1802 -8.8172 16.3287
H 1.9152 -8.7111 14.7013
H 0.8158 -9.9618 14.9239